Formula: C19H19N3O4S
Source: the Open Molecules 2025 dataset
Level of theory: wB97M-V/def2-TZVPD

Output
Electronic energy ... -43503.1276 eV
Structure (SMILES) ... CCOC(=O)[C@]1(C#N)[C@@H]2C=CC(C(C)=O)=CN2[C@@H](C(N)=O)[C@@H]1c1ccsc1
LUMO level ... 0.28 eV
HOMO ... -8.269 eV
Relative energy (zero: lowest compared OMol25 entry of this formula, charge and spin) ... 5.279 eV
Gap between HOMO and LUMO ... 8.55 eV

Geometry as XYZ:
```
46
Properties=species:S:1:pos:R:3:forces:R:3
C -3.351 -1.663 -2.600 -2.15 1.60 3.96
C -3.510 -0.145 -2.441 -2.13 -1.13 -0.30
O -2.286 0.495 -2.255 1.91 0.08 -2.43
C -1.771 0.660 -1.083 -1.47 0.20 4.36
O -2.494 0.689 -0.068 2.50 -0.29 -1.86
C -0.210 0.833 -1.037 1.21 -1.43 -1.42
C 0.305 1.429 -2.328 0.05 1.12 -1.51
N 0.713 1.970 -3.285 -0.94 -1.44 2.37
C 0.683 -0.496 -0.809 -3.10 -1.13 1.39
C 0.027 -1.769 -1.193 1.53 -0.65 -0.15
C 0.455 -2.951 -0.718 -0.71 1.68 0.70
C 1.195 -3.001 0.523 -0.56 0.15 -0.79
C 1.658 -4.263 1.082 0.68 -4.48 0.81
C 3.088 -4.229 1.673 -2.34 0.46 1.56
O 1.099 -5.399 1.032 0.77 3.71 -0.42
C 1.346 -1.835 1.193 -0.26 0.96 -1.45
N 0.933 -0.609 0.607 0.61 -1.13 3.38
C 0.756 0.658 1.357 -0.06 -0.61 -3.48
C 1.913 1.067 2.276 -2.91 3.17 -1.80
N 2.382 2.323 2.172 -0.34 1.24 -2.97
O 2.055 0.540 3.306 1.30 -4.14 3.65
C 0.447 1.580 0.091 -1.25 2.29 3.34
C -0.338 2.819 0.555 0.84 1.53 -0.47
C -0.107 4.158 -0.043 -1.56 -1.67 1.51
C -0.960 5.058 0.495 -0.20 0.27 0.17
S -2.024 4.471 1.806 2.25 -0.57 -2.10
C -1.255 2.916 1.555 -0.92 -1.80 1.61
H -4.332 -2.166 -2.746 0.71 0.34 0.43
H -2.774 -1.817 -3.381 2.79 -1.09 -3.89
H -2.796 -1.947 -1.688 -0.62 -0.63 -0.36
H -4.070 0.268 -3.274 0.66 0.39 -0.44
H -4.142 0.050 -1.617 -0.52 0.24 1.17
H 1.615 -0.384 -1.235 1.96 0.67 -1.86
H -0.561 -1.732 -2.048 -1.05 -0.09 -1.49
H 0.122 -3.813 -1.206 -0.45 -1.43 -0.31
H 3.556 -3.485 1.152 1.63 2.02 -1.16
H 3.650 -5.107 1.568 0.24 -1.55 -0.13
H 3.084 -3.929 2.740 -0.11 -0.19 -0.41
H 1.839 -1.929 2.150 -0.28 1.10 0.30
H -0.143 0.638 1.957 -0.01 -0.27 0.41
H 2.898 2.590 2.961 0.64 0.71 1.04
H 1.881 3.035 1.619 0.70 -0.65 0.49
H 1.377 1.919 -0.315 0.73 0.22 -0.10
H 0.584 4.407 -0.819 0.28 -0.06 -0.42
H -0.970 6.034 0.066 -0.47 0.75 0.41
H -1.571 2.063 2.254 0.41 1.49 -1.33
```
Forces are in eV/Å.

These are the Löwdin partial charges, in e, on atoms 1 to 4:
1. C -0.026
2. C -0.206
3. O 0.038
4. C -0.383

---

Formula: C19H19N3O5
Source: the Open Molecules 2025 dataset
Level of theory: wB97M-V/def2-TZVPD

Output
Electronic energy ... -34718.8888 eV
Structure (SMILES) ... COc1cc(/C=C/C(=O)Nc2ccc3[nH]c(=O)[nH]c3c2)cc(OC)c1OC
LUMO level ... 0.12 eV
HOMO ... -7.941 eV
Relative energy (zero: lowest compared OMol25 entry of this formula, charge and spin) ... 1.691 eV
Gap between HOMO and LUMO ... 8.06 eV

Geometry as XYZ:
```
46
Properties=species:S:1:pos:R:3:forces:R:3
C -0.277 1.060 -3.340 -0.13 0.21 0.09
O 0.400 -0.062 -3.848 0.28 -0.53 0.01
C 1.073 -0.876 -2.976 -0.05 0.05 0.03
C 1.094 -0.669 -1.610 -0.05 0.07 -0.03
C 1.762 -1.557 -0.762 0.05 -0.23 -0.82
C 1.804 -1.382 0.674 -0.17 0.32 0.73
C 1.238 -0.400 1.389 0.31 -0.29 -0.52
C 1.398 -0.352 2.849 0.12 0.05 0.28
O 2.299 -0.902 3.453 0.09 -0.13 -0.01
N 0.501 0.429 3.539 0.30 0.07 0.53
C -0.724 0.960 3.134 -0.53 0.08 -0.32
C -1.534 0.295 2.210 0.18 -0.03 0.19
C -2.754 0.817 1.808 -0.11 0.35 0.11
C -3.163 2.010 2.366 0.57 -0.24 0.18
N -4.296 2.779 2.198 -0.14 -0.06 -0.12
C -4.250 3.892 3.011 -0.30 0.25 -0.02
O -5.079 4.762 3.106 -0.29 0.32 0.05
N -3.052 3.802 3.694 0.15 0.06 0.14
C -2.367 2.668 3.322 0.07 -0.58 -0.29
C -1.149 2.158 3.716 -0.11 -0.05 -0.16
C 2.399 -2.653 -1.326 -0.13 0.24 0.11
C 2.407 -2.876 -2.701 -0.11 0.20 -0.10
O 3.074 -4.004 -3.060 -0.18 0.21 0.26
C 3.326 -4.331 -4.409 0.10 -0.24 -0.42
C 1.747 -1.976 -3.552 0.18 -0.09 -0.16
O 1.730 -2.224 -4.903 -0.33 -0.09 0.59
C 1.948 -1.149 -5.795 0.06 0.22 -0.38
H -0.719 1.549 -4.207 0.01 0.01 0.10
H 0.409 1.756 -2.845 -0.03 -0.04 0.00
H -1.072 0.772 -2.645 0.04 0.01 -0.01
H 0.578 0.175 -1.186 -0.08 0.13 0.00
H 2.344 -2.143 1.224 0.05 -0.04 0.11
H 0.686 0.409 0.938 -0.06 0.00 -0.15
H 0.766 0.600 4.501 0.04 -0.17 -0.16
H -1.211 -0.656 1.818 -0.01 -0.07 -0.01
H -3.368 0.292 1.093 -0.07 -0.08 -0.08
H -5.071 2.570 1.593 0.00 0.15 0.10
H -2.749 4.488 4.364 -0.15 0.02 -0.08
H -0.537 2.661 4.448 0.11 0.08 0.06
H 2.922 -3.364 -0.707 0.08 -0.09 0.09
H 2.403 -4.482 -4.970 0.14 -0.01 0.04
H 3.931 -3.566 -4.903 -0.05 -0.04 0.02
H 3.889 -5.264 -4.369 -0.02 0.07 -0.02
H 2.694 -0.451 -5.405 -0.01 -0.02 0.01
H 2.322 -1.603 -6.714 0.03 0.06 0.03
H 1.025 -0.607 -6.006 0.15 -0.07 0.01
```
Forces are in eV/Å.

These are the Löwdin partial charges, in e, on atoms 1 to 4:
1. C -0.075
2. O -0.101
3. C -0.183
4. C 0.030

---

Formula: C19H19N3O5S2
Source: the Open Molecules 2025 dataset
Level of theory: wB97M-V/def2-TZVPD

Output
Electronic energy ... -56388.0989 eV
Structure (SMILES) ... CN(C)S(=O)(=O)c1cccc(-c2nnc(SCc3ccc4c(c3)OCCO4)o2)c1
LUMO level ... 0.03 eV
HOMO ... -8.344 eV
Relative energy (zero: lowest compared OMol25 entry of this formula, charge and spin) ... 1.144 eV
Gap between HOMO and LUMO ... 8.38 eV

Geometry as XYZ:
```
48
Properties=species:S:1:pos:R:3:forces:R:3
C -2.146 3.492 -3.280 -0.40 0.02 -0.20
N -1.185 3.408 -2.210 -0.34 -0.24 1.02
C 0.147 3.020 -2.594 0.42 -0.14 0.03
S -1.752 2.680 -0.816 0.03 0.13 -0.30
O -0.708 2.771 0.161 0.20 -0.21 -0.17
O -3.031 3.250 -0.525 -0.14 -0.17 -0.25
C -1.972 0.958 -1.280 -0.01 0.71 0.17
C -3.185 0.546 -1.799 -0.15 0.03 -0.01
C -3.329 -0.765 -2.231 0.04 0.06 0.02
C -2.265 -1.644 -2.150 0.19 0.07 0.09
C -1.044 -1.218 -1.623 -0.27 0.60 0.05
C 0.056 -2.147 -1.527 0.29 -0.99 -0.17
N 0.046 -3.415 -1.805 -1.43 1.05 -0.21
N 1.266 -3.902 -1.546 1.67 -0.23 0.50
C 1.982 -2.902 -1.119 -0.48 -0.29 -0.20
S 3.629 -2.975 -0.630 0.59 0.19 0.13
C 3.868 -1.279 0.051 -0.16 -0.41 -0.33
C 2.821 -0.896 1.048 -0.07 0.13 0.30
C 2.110 0.290 0.898 0.16 -0.05 0.19
C 1.128 0.643 1.802 -0.07 -0.12 0.23
C 0.833 -0.193 2.872 0.13 -0.06 -0.01
C 1.525 -1.402 3.015 -0.08 0.04 -0.06
C 2.520 -1.737 2.108 -0.10 0.21 0.09
O 1.248 -2.287 4.023 0.34 0.09 -0.21
C 0.024 -2.028 4.675 -0.42 0.37 0.19
C -0.112 -0.534 4.966 0.10 -0.49 0.29
O -0.133 0.196 3.759 0.00 0.11 -0.34
O 1.283 -1.748 -1.089 -0.28 -0.09 -0.24
C -0.899 0.099 -1.186 0.13 -0.30 -0.02
H -2.234 2.549 -3.836 0.01 0.02 -0.02
H -1.851 4.284 -3.968 0.01 -0.02 0.02
H -3.105 3.744 -2.833 -0.10 0.06 -0.24
H 0.567 3.777 -3.256 -0.02 -0.01 0.01
H 0.741 2.969 -1.685 0.23 -0.01 -0.14
H 0.167 2.048 -3.105 0.02 0.02 -0.03
H -4.001 1.250 -1.836 -0.15 0.02 -0.03
H -4.274 -1.099 -2.632 -0.08 -0.02 -0.02
H -2.354 -2.667 -2.480 -0.05 -0.10 -0.04
H 3.895 -0.584 -0.788 0.06 0.04 0.11
H 4.859 -1.336 0.505 0.03 0.01 -0.09
H 2.335 0.951 0.073 0.01 0.06 -0.14
H 0.565 1.556 1.684 -0.04 0.09 0.04
H 3.037 -2.675 2.237 0.03 -0.14 0.02
H 0.034 -2.614 5.595 -0.06 0.08 -0.06
H -0.813 -2.351 4.041 0.09 0.00 0.08
H -1.049 -0.313 5.478 0.09 -0.05 0.00
H 0.734 -0.209 5.586 -0.11 0.00 -0.05
H 0.025 0.442 -0.748 0.14 -0.03 0.04
```
Forces are in eV/Å.

These are the Löwdin partial charges, in e, on atoms 1 to 4:
1. C -0.103
2. N -0.335
3. C -0.103
4. S 0.666

---

Formula: C19H19N5O5SW
Source: the Open Molecules 2025 dataset
Level of theory: wB97M-V/def2-TZVPD

Output
Charge ... +2
2S+1 ... 3
Electronic energy ... -50338.4725 eV
LUMO level (spin up / spin down) ... -8.81 / -9.06 eV
HOMO (spin up / spin down) ... -14.876 / -15.033 eV
Relative energy (zero: lowest compared OMol25 entry of this formula, charge and spin) ... 3.486 eV
Gap between HOMO and LUMO (spin up / spin down) ... 6.06 / 5.97 eV

Geometry as XYZ:
```
50
Properties=species:S:1:pos:R:3:forces:R:3
W 0.784 -0.496 1.367 -0.88 1.27 -1.03
O -0.285 -1.999 1.064 -0.54 -1.06 -0.21
N 0.138 -2.942 0.255 1.21 -0.79 -1.30
N 1.186 -2.589 -0.392 -1.71 1.44 1.55
O 1.588 -1.294 -0.275 -0.10 -1.59 -0.79
C 1.894 -3.484 -1.187 0.95 -1.05 -1.06
C 1.309 -4.709 -1.539 -0.05 0.29 0.10
C 2.033 -5.596 -2.308 0.02 0.11 0.05
C 3.329 -5.285 -2.710 -0.11 0.19 0.13
C 3.914 -4.083 -2.330 -0.13 -0.12 -0.03
C 3.202 -3.173 -1.573 -0.28 0.27 0.24
H 0.306 -4.932 -1.213 -0.09 -0.11 -0.04
H 1.590 -6.535 -2.600 -0.07 -0.07 0.00
H 3.876 -5.984 -3.322 0.10 -0.07 -0.04
H 4.928 -3.862 -2.624 0.07 0.08 -0.02
H 3.638 -2.238 -1.255 0.07 0.01 -0.07
N -0.441 0.686 0.236 -1.76 1.64 -1.08
C -1.353 1.310 -0.214 2.22 -1.23 1.26
N -2.319 1.982 -0.662 -0.30 0.11 -0.01
C -2.198 3.333 -1.227 0.29 0.81 -0.57
C -2.774 3.376 -2.640 -0.10 0.07 0.14
C -4.209 2.857 -2.650 0.21 -0.17 -0.13
C -4.252 1.452 -2.059 -0.09 0.15 0.15
C -3.700 1.471 -0.636 -0.78 -0.53 -0.20
H -1.152 3.642 -1.211 -0.06 -0.07 0.07
H -2.777 4.004 -0.583 0.13 -0.13 0.08
H -2.158 2.787 -3.319 0.10 -0.05 -0.01
H -2.739 4.410 -2.982 0.06 0.01 0.01
H -4.592 2.845 -3.668 -0.04 0.05 0.00
H -4.845 3.523 -2.065 -0.10 0.06 0.02
H -3.675 0.763 -2.678 0.03 -0.08 0.01
H -5.277 1.087 -2.023 -0.04 -0.08 0.04
H -3.715 0.481 -0.177 0.06 0.12 0.02
H -4.291 2.164 -0.029 0.15 -0.11 0.10
O -0.604 -0.050 2.855 -0.76 0.04 0.26
S -0.009 -0.228 4.276 0.66 0.68 -1.04
O -0.912 -0.220 5.345 -0.13 -0.05 0.30
N 0.950 -1.491 4.019 0.29 -0.19 0.67
C 1.852 -1.048 3.142 -0.20 0.00 1.92
O 2.243 -1.704 2.102 0.55 0.02 -0.35
C 2.013 0.417 3.049 0.94 1.31 -0.37
C 2.570 1.081 1.888 0.94 -0.12 1.53
C 2.440 2.498 1.892 -0.17 -0.14 -0.09
C 1.748 3.177 2.879 0.00 -0.33 0.03
C 1.052 2.487 3.895 0.03 -0.25 0.15
C 1.172 1.123 3.948 0.19 -0.51 -0.34
H 3.431 0.643 1.355 -0.69 0.06 0.00
H 2.940 3.065 1.117 0.01 -0.03 0.00
H 1.712 4.254 2.865 0.02 0.11 -0.03
H 0.437 3.022 4.603 -0.15 0.05 -0.01
```
Forces are in eV/Å.

These are the Löwdin partial charges, in e, on atoms 1 to 4:
1. W 1.794
2. O -0.209
3. N 0.126
4. N -0.107

---

Formula: C19H20AlBrCl2INO7
Source: the Open Molecules 2025 dataset
Level of theory: wB97M-V/def2-TZVPD

Output
Electronic energy ... -145640.9861 eV
LUMO level ... 0.01 eV
HOMO ... -8.175 eV
Gap between HOMO and LUMO ... 8.19 eV

Geometry as XYZ:
```
52
Properties=species:S:1:pos:R:3:forces:R:3
Al -0.524 -0.176 -0.164 -0.74 0.14 0.16
Br 3.315 -3.088 0.408 0.07 0.15 -0.02
C 3.694 -1.276 -0.013 0.16 0.07 0.04
C 5.018 -0.840 -0.032 -0.13 0.00 0.06
C 5.249 0.493 -0.326 -0.14 -0.04 -0.01
C 4.170 1.323 -0.597 -0.13 -0.08 0.01
C 2.895 0.775 -0.558 0.57 0.11 0.01
N 2.666 -0.498 -0.259 -0.06 -0.30 0.06
C 1.695 1.636 -0.838 0.26 0.06 0.03
O 1.811 2.786 -1.177 -0.04 0.02 0.02
O 0.555 1.032 -0.653 -0.21 0.55 -0.26
H 5.819 -1.523 0.205 0.03 -0.02 -0.05
H 6.258 0.880 -0.346 0.03 0.00 0.01
H 4.282 2.372 -0.821 0.04 0.07 -0.07
C -1.857 -1.874 2.244 0.24 0.18 -0.11
C -1.709 -0.389 2.517 -0.91 -0.66 0.47
O -0.725 0.229 1.666 0.04 -0.26 -0.30
C 0.036 1.239 2.332 0.83 0.79 0.41
C 1.183 0.640 3.131 -0.33 -0.16 -0.25
H -2.560 -2.301 2.956 -0.08 0.08 0.07
H -0.901 -2.387 2.344 -0.02 -0.04 -0.04
H -2.238 -2.057 1.242 -0.04 -0.06 -0.01
H -1.390 -0.247 3.552 0.05 0.13 -0.15
H -2.664 0.130 2.365 0.26 0.05 -0.02
H -0.641 1.829 2.963 0.04 -0.16 -0.21
H 0.433 1.897 1.557 -0.19 -0.07 0.12
H 0.824 -0.008 3.929 0.02 -0.02 0.04
H 1.764 1.443 3.573 0.08 0.09 0.06
H 1.823 0.054 2.470 0.06 0.00 0.03
Cl -4.130 2.663 2.217 -0.10 -0.04 0.15
C -3.540 3.600 0.841 0.02 0.06 -0.18
Cl -1.775 3.516 0.716 -0.13 0.17 -0.10
H -3.828 4.642 0.989 0.07 -0.27 -0.09
H -3.971 3.166 -0.063 0.16 0.14 0.18
O 0.130 -3.981 0.056 -0.04 -0.15 -0.02
C 0.064 -3.011 -0.657 -0.24 0.15 -0.18
O -0.070 -1.790 -0.176 0.18 -0.47 0.39
C 0.089 -3.070 -2.147 0.09 0.06 -0.11
C 0.171 -1.906 -2.899 -0.04 -0.13 0.33
C 0.155 -1.922 -4.286 0.00 -0.28 -0.40
C 0.052 -3.154 -4.887 -0.02 -0.37 0.51
O 0.012 -3.454 -6.216 0.07 0.43 0.17
C -0.131 -4.856 -6.296 -0.13 -0.68 -1.01
O -0.104 -5.402 -4.995 0.03 -0.02 0.45
C -0.020 -4.336 -4.138 0.06 0.58 -0.13
C 0.006 -4.325 -2.767 -0.01 -0.08 -0.28
H 0.250 -0.956 -2.389 0.09 0.00 -0.20
H 0.217 -1.020 -4.867 0.00 0.18 -0.11
H 0.692 -5.277 -6.892 -0.10 0.12 0.20
H -1.088 -5.100 -6.786 0.15 0.09 0.20
H -0.042 -5.224 -2.174 -0.02 -0.06 0.05
I -2.814 0.226 -1.154 0.14 -0.10 0.09
```
Forces are in eV/Å.

These are the Löwdin partial charges, in e, on atoms 1 to 4:
1. Al -0.383
2. Br 0.826
3. C -0.710
4. C -0.094

---

Q: What is the formula in the fifth record?
A: C19H20AlBrCl2INO7